(1)
C29H57ClN3O8 | ωB97M-V/def2-TZVPD

Last column: Löwdin charge in e.
Geometry (Å):
C1 1.03662 3.59960 4.61599  -0.12
C2 -0.13253 2.88389 5.46529  -0.21
C3 -1.58585 2.91847 4.78216  -0.17
N1 -1.86472 1.80508 3.81877  0.03
N2 -0.89162 1.67256 2.84215  0.00
C4 0.32298 0.86474 2.83821  -0.05
C5 0.87815 -0.10518 3.97990  0.00
C6 -0.19491 -1.16032 4.54241  -0.32
O1 0.25081 -2.14327 5.20042  0.11
O2 -1.60790 -1.10542 4.31805  0.02
C7 -1.97657 -1.89539 3.15908  -0.34
C8 -3.18391 -1.40284 2.21149  0.02
O3 -1.42171 -2.98500 2.86005  0.07
C9 1.16695 0.98144 1.53988  -0.05
C10 2.53910 0.27578 1.12345  -0.11
C11 2.27073 -1.30952 0.86978  -0.20
C12 3.44062 -2.26161 1.41483  -0.18
C13 4.84068 -2.14293 0.62660  -0.23
O4 5.88416 -1.96010 1.65053  -0.12
N3 0.30384 1.90810 0.79251  -0.06
C14 0.73995 2.33439 -0.57740  -0.14
C15 0.05746 1.38692 -1.69931  -0.57
C16 -0.83127 2.31331 -2.71148  -0.11
Cl1 -0.99526 0.03048 -0.95255  0.58
C17 -0.89253 2.29210 1.53319  -0.08
C18 -1.93401 3.26606 0.81350  -0.07
C19 -1.99778 4.77113 1.39127  -0.35
C20 -3.30336 4.88543 2.32805  -0.09
C21 -0.63826 5.30494 2.05829  -0.08
H1 1.05025 4.70123 4.92758  0.09
H2 2.07717 3.12760 4.81037  0.09
H3 0.88252 3.50229 3.47283  0.04
H4 -0.22665 3.49226 6.44752  0.13
H5 0.09712 1.81228 5.78611  0.09
H6 -1.74948 3.97158 4.36942  0.08
H7 -2.35111 2.79502 5.64396  0.14
H8 -2.71943 2.11168 3.30312  0.12
H9 1.42575 0.45772 4.83124  0.14
H10 1.70384 -0.74647 3.48110  0.12
H11 -4.12207 -1.94235 2.59310  0.11
H12 -3.00732 -1.62234 1.10602  0.08
H13 -3.36303 -0.28227 2.36119  0.07
H14 3.35742 0.34656 1.93026  0.13
H15 3.00884 0.74330 0.17463  0.11
H16 1.95716 -1.53829 -0.22193  0.12
H17 1.33018 -1.56125 1.50176  0.10
H18 3.10273 -3.36554 1.31468  0.13
H19 3.62098 -2.11600 2.55086  0.12
H20 5.09777 -3.07670 -0.00524  0.13
H21 4.75987 -1.25112 -0.08613  0.11
H22 5.86964 -0.98868 1.83824  0.09
H23 1.89375 2.32837 -0.66706  0.14
H24 0.44596 3.44814 -0.67854  0.13
H25 0.87426 0.81558 -2.31378  0.10
H26 -0.54137 3.41958 -2.58238  0.08
H27 -1.92097 2.19636 -2.38685  0.07
H28 -0.64688 2.02190 -3.80064  0.09
H29 -1.73468 3.34719 -0.32359  0.11
H30 -2.96695 2.74801 0.89312  0.13
H31 -2.19983 5.45592 0.47850  0.14
H32 -4.14480 5.53375 1.88987  0.09
H33 -3.07384 5.32919 3.37360  0.08
H34 -3.79531 3.85808 2.55025  0.07
H35 0.31119 4.74673 1.69706  0.08
H36 -0.65878 5.38149 3.19904  0.06
H37 -0.49451 6.39109 1.67759  0.10
C22 1.81959 -2.23899 -4.08302  -0.10
O5 1.90216 -0.81936 -4.14159  -0.22
C23 3.21136 -0.37043 -4.49551  -0.20
C24 3.27100 0.06354 -5.95650  -0.20
O6 3.10895 -1.04887 -6.83237  -0.19
C25 1.80204 -1.11395 -7.38818  -0.11
H38 0.76542 -2.51508 -4.00361  0.09
H39 2.23109 -2.71324 -4.97690  0.09
H40 2.34294 -2.60391 -3.19351  0.08
H41 3.95951 -1.14102 -4.28381  0.13
H42 3.43185 0.49573 -3.86258  0.11
H43 4.26159 0.48402 -6.15675  0.13
H44 2.52755 0.83994 -6.16684  0.12
H45 1.67690 -0.32627 -8.13704  0.09
H46 1.03018 -1.01870 -6.61949  0.08
H47 1.68705 -2.08286 -7.87679  0.09
C26 -2.29894 -6.32799 -3.37190  -0.11
O7 -1.94640 -4.97428 -3.62493  -0.20
C27 -3.07976 -4.10769 -3.60804  -0.20
C28 -3.15467 -3.32262 -2.30269  -0.20
O8 -3.43954 -4.17928 -1.19822  -0.19
C29 -2.28259 -4.46219 -0.42128  -0.10
H48 -1.37912 -6.89343 -3.20559  0.09
H49 -2.92875 -6.42778 -2.48446  0.08
H50 -2.81241 -6.74733 -4.24245  0.09
H51 -4.00384 -4.66790 -3.78277  0.13
H52 -2.95216 -3.40249 -4.43543  0.12
H53 -3.98098 -2.60734 -2.37101  0.12
H54 -2.23291 -2.75608 -2.13123  0.10
H55 -1.99661 -3.57804 0.15701  0.06
H56 -1.44407 -4.78150 -1.04619  0.09
H57 -2.52573 -5.26932 0.27165  0.10

For the frontier orbital gap, the calculation gives 8.01 eV. As for the total energy: -2364.972062 hartree. The total charge is +1. As for the molecular weight: 611.241 g/mol.


(2)
C29H58N4O11S3 | ωB97M-V/def2-TZVPD

Last column: Löwdin charge in e.
Geometry (Å):
C1 -6.44718 1.54340 2.59785  -0.11
C2 -5.99209 -0.05436 2.44310  -0.24
O1 -4.98073 -0.43176 3.48341  -0.23
C3 -3.77695 0.44857 3.33022  -0.16
C4 -2.38668 -0.30734 3.86373  -0.15
O2 -1.37159 -0.30121 2.79961  -0.18
C5 -0.41592 0.84203 2.98133  -0.15
O3 0.36534 0.90964 1.74350  -0.14
C6 0.53955 2.27533 1.23891  -0.19
C7 2.19158 2.53951 1.22466  -0.08
C8 2.97718 1.81650 2.46805  -0.15
O4 4.44300 2.02632 2.22381  -0.15
C9 5.15535 0.72199 2.26761  -0.09
O5 4.97959 -0.21573 1.30364  -0.08
C10 -0.13990 2.52352 -0.26915  -0.26
C11 0.73613 3.68683 -1.09497  -0.13
C12 0.00499 4.17908 -2.48581  -0.18
C13 -0.00722 5.84834 -2.59561  -0.29
N1 -0.53130 6.34058 -3.92881  -0.07
C14 -1.61640 3.18590 -0.01271  -0.10
O6 -2.32909 2.70540 1.17742  -0.14
C15 -2.84525 3.80079 2.01142  -0.27
C16 -2.13836 4.38847 3.38347  -0.03
O7 -4.03673 4.35392 1.65336  -0.03
N2 -0.11423 1.30733 -1.15602  -0.19
O8 1.07437 0.69141 -1.20000  -0.05
C17 -1.28033 0.37680 -0.96604  -0.13
C18 -2.38372 0.51401 -2.21604  -0.15
C19 -1.65958 -0.28033 -3.49727  -0.21
C20 -1.81230 -1.91063 -3.42316  -0.21
C21 -0.45252 -2.73338 -3.92865  -0.22
C22 0.34239 -1.99502 -5.15836  -0.27
C23 1.56559 -2.94355 -5.76139  -0.49
S1 2.03456 -2.36991 -7.48174  0.85
C24 3.17592 -0.86845 -7.43402  -0.43
N3 3.33724 0.02718 -8.68090  -0.06
N4 4.25161 1.07120 -8.43629  -0.02
C25 4.67084 0.80302 -6.99727  -0.09
O9 4.02822 -0.34256 -6.33204  -0.09
H1 -7.43992 1.78549 1.99431  0.09
H2 -6.57572 1.71328 3.76333  0.09
H3 -5.60549 2.28837 2.23405  0.06
H4 -6.99297 -0.69216 2.54363  0.13
H5 -5.60045 -0.26340 1.34550  0.12
H6 -3.90948 1.45555 3.91249  0.12
H7 -3.66380 0.60171 2.15367  0.13
H8 -2.01184 0.10658 4.89670  0.13
H9 -2.70257 -1.44787 4.01279  0.15
H10 0.32429 0.48696 3.83543  0.16
H11 -1.03176 1.79795 3.24943  0.12
H12 0.12100 3.12257 1.96302  0.14
H13 2.31549 3.71666 1.37927  0.13
H14 2.70180 2.18340 0.23371  0.12
H15 2.84115 0.64862 2.52757  0.12
H16 2.75583 2.27825 3.52603  0.14
H17 5.91814 0.58430 3.16712  0.17
H18 0.99171 4.61376 -0.39061  0.12
H19 1.80120 3.26476 -1.43189  0.13
H20 0.68994 3.83532 -3.40215  0.13
H21 -1.04578 3.70525 -2.68504  0.10
H22 -0.50171 6.35770 -1.66021  0.10
H23 1.14674 6.15166 -2.56569  0.12
H24 -1.24352 5.70342 -4.34789  0.06
H25 -0.84031 7.33694 -3.90293  0.07
H26 -2.32517 3.13890 -0.97188  0.14
H27 -1.43198 4.35283 0.15877  0.15
H28 -0.97038 4.52763 3.29719  0.08
H29 -2.57480 5.44943 3.69027  0.11
H30 -2.31687 3.67770 4.32560  0.10
H31 1.14963 -0.06300 -0.54582  0.09
H32 -1.78952 0.40303 0.08714  0.12
H33 -0.85167 -0.73153 -1.08518  0.12
H34 -2.60126 1.62405 -2.51440  0.09
H35 -3.39460 -0.03422 -1.99448  0.11
H36 -2.14832 0.07340 -4.50000  0.11
H37 -0.52189 0.02312 -3.43639  0.10
H38 -2.72404 -2.35139 -4.02116  0.11
H39 -1.96947 -2.26296 -2.29351  0.11
H40 -0.76552 -3.81535 -4.29132  0.11
H41 0.32103 -2.81354 -3.03094  0.12
H42 -0.46418 -1.70398 -5.96247  0.12
H43 0.89307 -1.03488 -4.71282  0.12
H44 1.26134 -4.07931 -5.68963  0.10
H45 2.50847 -2.80524 -5.04674  0.10
H46 5.46896 1.57841 -6.62928  0.13
C26 3.21483 -2.30316 1.37638  -0.27
S2 1.74028 -2.82330 0.46625  0.84
O10 0.68007 -1.78762 0.69615  -0.55
C27 1.35650 -4.23822 1.52642  -0.28
H47 3.61032 -1.39842 0.90944  0.01
H48 2.95660 -2.08954 2.41630  0.06
H49 3.96970 -3.09200 1.33143  0.06
H50 1.21282 -3.90507 2.55723  0.05
H51 2.17140 -4.96413 1.47668  0.04
H52 0.43644 -4.70299 1.16495  0.05
C28 3.49051 -7.87078 4.08158  -0.27
S3 1.84844 -7.17897 3.76824  0.81
O11 1.90406 -5.71758 4.10106  -0.56
C29 1.02691 -8.01862 5.14421  -0.27
H53 4.18907 -7.45095 3.35442  0.05
H54 3.81971 -7.61074 5.09042  0.06
H55 3.45815 -8.95687 3.96550  0.05
H56 1.50819 -7.74929 6.08763  0.06
H57 1.07444 -9.09964 4.99377  0.05
H58 -0.01858 -7.70313 5.16855  0.05

For the frontier orbital gap, the calculation gives 7.82 eV. As for the total energy: -3380.177576 hartree. As for the molecular weight: 735.001 g/mol.